Formula: C9H13N3O5Pd
Source: OMol25
Level of theory: ωB97M-V/def2-TZVPD

Summary:
Total energy: -1019.16089 a.u.
LUMO level: 5.98 eV
Relative energy (zero: lowest compared OMol25 entry of this formula, charge and spin): 0.000 eV
Frontier orbital gap: 6.8 eV
HOMO: -0.81 eV
Net charge: -2

Each line ends with the Mulliken charge.
Element x y z (Å)
Pd (0.96, 0.02, 1.09)  -0.05
O (-0.94, -2.26, -0.13)  -0.59
C (-1.98, -1.46, -0.63)  -0.73
C (-2.15, -0.18, 0.15)  -0.65
N (-1.03, 0.77, 0.10)  1.17
C (-1.33, 1.83, 1.09)  -0.71
C (-1.28, 1.36, 2.57)  0.59
O (-1.96, 2.04, 3.36)  -0.81
O (-0.54, 0.38, 2.83)  -0.66
C (-0.89, 1.38, -1.23)  -0.93
C (-0.21, 0.61, -2.40)  0.24
O (-0.30, 1.23, -3.49)  -0.81
O (0.36, -0.48, -2.17)  -0.61
H (-0.17, -1.67, -0.05)  0.31
H (-1.83, -1.25, -1.70)  0.25
H (-2.91, -2.03, -0.53)  0.42
H (-3.07, 0.33, -0.20)  0.28
H (-2.30, -0.45, 1.20)  0.32
H (-0.57, 2.61, 0.99)  0.33
H (-2.31, 2.27, 0.90)  0.28
H (-1.87, 1.71, -1.60)  0.25
H (-0.28, 2.28, -1.11)  0.31
N (2.79, -1.22, -0.86)  -0.21
C (2.60, -0.03, -0.09)  -0.47
C (3.01, -0.39, 1.23)  -0.28
N (3.41, -1.77, 1.22)  -0.71
C (3.18, -2.18, 0.02)  -0.18
H (2.13, -1.37, -1.62)  0.40
H (2.71, 0.91, -0.62)  0.47
H (3.48, 0.26, 1.96)  0.40
H (3.29, -3.21, -0.29)  0.38